Here is one molecule with the formula C4H5N at a distorted geometry from the OMol25 dataset. Energies are from the ωB97M-V functional and the def2-TZVPD basis.

Summary:
- Net charge: 0
- Frontier orbital gap: 9.189 eV
- Spin multiplicity: 1
- Structure (SMILES): C=CC=C=N
- Energy above the lowest of the compared OMol25 structures with the same formula, charge and spin: 56.7 kcal/mol
- LUMO energy: 0.961 eV

Each line ends with the Mulliken charge.
Cartesian coordinates (Å):
C (-0.4234, 1.0278, 0.9748)  -0.851
C (-0.8484, 0.6768, -0.2162)  0.161
C (-0.1502, -0.2934, -1.0587)  -0.675
C (0.7307, -1.0443, -0.5074)  0.485
N (1.3357, -1.7450, 0.2610)  -0.468
H (0.4062, 0.6178, 1.4944)  0.297
H (-1.0989, 1.7305, 1.5117)  0.211
H (-1.7764, 1.1285, -0.6202)  0.254
H (-0.6456, -0.3340, -2.0979)  0.286
H (2.4703, -1.7646, 0.2585)  0.300

Atoms 1-2, force components in eV/Å:
C -2.0472 1.5883 1.3023
C -0.0100 0.3427 -0.6614